# 1
{
  "formula": "C6H55N2O22",
  "method": "ωB97M-V/def2-TZVPD",
  "total_charge": 1,
  "largest_force_ev_per_a": 1.52,
  "homo_ev": -12.07,
  "e_above_lowest_ev": 0.616,
  "total_energy_ha": -2026.20976,
  "elements": ["C", "C", "N", "C", "C", "N", "C", "C", "H", "H", "H", "H", "H", "H", "H", "H", "H", "H", "H", "O", "H", "H", "O", "H", "H", "O", "H", "H", "O", "H", "H", "O", "H", "H", "O", "H", "H", "O", "H", "H", "O", "H", "H", "O", "H", "H", "O", "H", "H", "O", "H", "H", "O", "H", "H", "O", "H", "H", "O", "H", "H", "O", "H", "H", "O", "H", "H", "O", "H", "H", "O", "H", "H", "O", "H", "H", "O", "H", "H", "O", "H", "H", "O", "H", "H"],
  "coordinates": [[-2.6676, 0.3514, 0.7164], [-1.9208, 0.5352, -0.5903], [-0.5098, 0.1627, -0.3746], [0.5568, 1.0081, -0.1696], [1.6496, 0.2334, -0.0413], [1.2469, -1.0684, -0.1497], [-0.0750, -1.0787, -0.2406], [2.0427, -2.2839, -0.0335], [-3.5968, 0.9058, 0.7795], [-2.0867, 0.6733, 1.5887], [-2.8481, -0.6967, 0.9720], [-1.9380, 1.5515, -0.9705], [-2.3000, -0.1160, -1.3752], [0.4388, 2.0776, -0.0920], [2.6860, 0.4892, 0.1089], [-0.7100, -1.9416, -0.3285], [1.4795, -3.0702, 0.4479], [3.0114, -2.1684, 0.4367], [2.2691, -2.5452, -1.0702], [-4.7063, 2.1816, -1.1948], [-5.5728, 1.7730, -1.0864], [-4.6553, 2.8436, -0.4882], [4.3948, 1.0071, 2.0436], [4.7759, 0.7256, 1.1939], [3.8243, 0.2798, 2.3698], [5.1941, 0.7524, -0.7091], [5.2289, 0.3653, -1.6084], [5.3860, 1.6918, -0.8336], [-3.3513, 3.0157, 3.2022], [-3.2794, 3.3537, 4.1089], [-4.2961, 2.8713, 3.0645], [-2.1147, -4.7091, -0.8643], [-2.5919, -5.3021, -1.4573], [-1.4065, -4.3129, -1.4147], [2.1458, 3.9775, 0.8429], [2.8827, 4.6012, 0.8097], [2.1820, 3.5992, 1.7345], [-2.4235, 0.1681, 4.8439], [-3.0894, 0.1988, 4.1222], [-2.2319, 1.0869, 5.0623], [2.4525, -0.9493, 2.9388], [1.7747, -0.2507, 2.8966], [1.9756, -1.7276, 3.2634], [5.3385, -2.9449, -1.7366], [6.1624, -3.0701, -1.2414], [5.2813, -3.7092, -2.3283], [0.5914, 4.6933, -2.0189], [0.1223, 4.2269, -2.7183], [1.4113, 4.1814, -1.8793], [-0.7141, 3.4877, 2.5887], [-0.8672, 4.3556, 2.1925], [-1.6071, 3.0744, 2.6525], [-3.1962, 4.7724, -1.9850], [-3.8564, 5.1306, -2.5932], [-2.9941, 3.8961, -2.3352], [-6.2071, -0.6462, 0.7901], [-6.3455, -1.4031, 0.2013], [-6.9092, -0.0222, 0.5642], [1.9339, -0.6920, -4.2997], [1.7138, -1.4777, -3.7831], [1.3427, -0.0101, -3.9480], [0.2314, -3.1300, 3.0165], [-0.4624, -2.7578, 3.5828], [-0.1902, -3.8808, 2.5787], [0.1353, 0.9171, 3.6512], [-0.6938, 0.4469, 3.8967], [-0.0921, 1.8609, 3.4980], [2.7762, 2.8473, -2.3054], [3.5035, 2.4029, -1.8492], [2.8238, 2.5257, -3.2163], [-0.2303, -3.7401, -2.7360], [0.2815, -4.5645, -2.6750], [-0.0459, -3.4218, -3.6274], [2.3813, -5.3812, -0.8357], [1.4833, -5.4502, -0.4872], [2.6869, -6.2983, -0.8975], [-4.7110, -0.4023, 3.1568], [-5.3597, 0.1838, 3.5658], [-5.1213, -0.6511, 2.2902], [-0.9263, -0.7669, -3.6266], [-0.8836, -1.6464, -4.0061], [-1.4409, -0.2541, -4.2680], [4.6965, -0.6576, -3.1706], [4.9236, -1.4477, -2.5921], [3.8072, -0.8368, -3.5206]]
}



# 2
{
  "formula": "C6H5BF2O2",
  "method": "ωB97M-V/def2-TZVPD",
  "total_charge": 0,
  "largest_force_ev_per_a": 3.20,
  "homo_ev": -9.48,
  "e_above_lowest_ev": 0.707,
  "total_energy_ha": -606.78222,
  "elements": ["F", "F", "O", "O", "B", "C", "C", "C", "C", "C", "C", "H", "H", "H", "H", "H"],
  "coordinates": [[-2.2540, 1.4304, 1.7098], [1.2914, 2.7854, -0.9754], [0.9924, -2.6932, 0.8353], [0.3498, -2.6649, -1.5133], [0.4745, -2.0293, -0.2646], [-0.7008, 2.1640, 0.2080], [-0.8244, -0.1600, 0.8007], [0.7616, 0.5191, -0.8455], [-1.2228, 1.1228, 0.9449], [0.3589, 1.8862, -0.6140], [0.1746, -0.4685, -0.1209], [1.1605, -2.3231, 1.7305], [0.1015, -1.9777, -2.1422], [-0.7929, 3.1753, 0.5310], [-1.1791, -0.9690, 1.4475], [1.3088, 0.2026, -1.7319]]
}



# 3
{
  "formula": "C6H5Br2IOSi",
  "method": "ωB97M-V/def2-TZVPD",
  "total_charge": 0,
  "largest_force_ev_per_a": 3.02,
  "homo_ev": -9.14,
  "e_above_lowest_ev": 1.873,
  "total_energy_ha": -6042.17273,
  "elements": ["C", "C", "C", "C", "C", "C", "O", "Si", "Br", "Br", "I", "H", "H", "H", "H", "H"],
  "coordinates": [[1.2967, -0.6226, 0.9581], [0.4566, -0.3677, 2.0907], [1.1157, -0.1508, -0.2991], [-0.5893, 0.4255, 1.9174], [-0.1104, 0.6171, -0.6585], [-0.6401, 1.2388, 0.6637], [-1.0251, 2.3760, 0.8705], [-0.8093, -0.4721, -2.0941], [-2.7371, 0.3968, -2.7321], [-1.2023, -2.5928, -1.3418], [0.6436, -0.4863, -4.0975], [2.0818, -1.4049, 1.1079], [0.7082, -0.8171, 3.0473], [1.8642, -0.5189, -0.9340], [-1.2591, 0.8852, 2.6952], [0.2060, 1.4937, -1.1936]]
}



# 4
{
  "formula": "C6H5Br2NO",
  "method": "ωB97M-V/def2-TZVPD",
  "total_charge": 0,
  "largest_force_ev_per_a": 3.55,
  "homo_ev": -9.18,
  "e_above_lowest_ev": 0.640,
  "total_energy_ha": -5509.53790,
  "elements": ["C", "C", "C", "C", "C", "C", "N", "O", "Br", "Br", "H", "H", "H", "H", "H"],
  "coordinates": [[-1.5110, 0.6135, 0.0793], [-0.8392, 0.1009, 1.1166], [-1.3479, 0.0587, -1.2050], [0.1143, -0.8923, 0.9617], [-0.3023, -0.8877, -1.4369], [0.3828, -1.3786, -0.3145], [1.7458, 0.9482, 0.8169], [2.0072, 1.4758, 1.8154], [1.6692, 2.1435, -0.8315], [1.9503, -2.4217, -0.6679], [-2.1436, 1.5195, 0.2026], [-0.8487, 0.5869, 2.0388], [-1.8818, 0.6283, -1.9077], [0.8728, -1.4094, 1.7063], [0.1318, -1.0856, -2.3742]]
}



# 5
{
  "formula": "C6H5Br3O2",
  "method": "ωB97M-V/def2-TZVPD",
  "total_charge": 0,
  "largest_force_ev_per_a": 2.75,
  "homo_ev": -8.83,
  "e_above_lowest_ev": 2.574,
  "total_energy_ha": -8103.99652,
  "elements": ["C", "C", "C", "C", "C", "C", "O", "O", "Br", "Br", "Br", "H", "H", "H", "H", "H"],
  "coordinates": [[1.5117, 0.8944, 1.4679], [-0.2445, 1.8379, -0.0751], [-0.3257, -0.3994, 1.0414], [-0.0703, 0.3689, -0.2206], [1.1095, 1.2356, 0.0000], [4.9565, -0.2379, -0.6380], [2.4997, 1.2906, 2.0576], [0.5867, 0.0390, 2.0323], [3.9191, -1.7371, -1.0923], [2.4692, 1.6667, -1.2510], [4.8570, 0.1820, 1.1378], [-0.6039, 2.2749, -0.9803], [-0.4899, 2.2086, 0.9077], [-1.3638, -0.1845, 1.3539], [-0.2848, -1.5188, 1.0625], [-0.3630, -0.0899, -1.2472]]
}



# 6
{
  "formula": "C6H5BrCrF",
  "method": "ωB97M-V/def2-TZVPD",
  "total_charge": 1,
  "largest_force_ev_per_a": 2.06,
  "homo_ev": [-11.46, -11.47],
  "e_above_lowest_ev": 0.375,
  "total_energy_ha": -3949.62873,
  "multiplicity": 5,
  "elements": ["Cr", "Br", "F", "C", "C", "C", "C", "C", "C", "H", "H", "H", "H", "H"],
  "coordinates": [[5.4945, -1.2568, 0.9385], [3.9694, -0.9012, -0.9821], [-3.1700, 0.4149, -1.1715], [-1.9829, 0.3036, -0.5583], [-0.9985, -0.4378, -1.1895], [0.2501, -0.5600, -0.5900], [0.4540, 0.0283, 0.6478], [-0.5527, 0.7116, 1.3051], [-1.7851, 0.8759, 0.6793], [-1.1527, -0.8488, -2.1791], [1.0101, -1.0253, -1.2019], [1.4733, 0.0419, 1.0252], [-0.3535, 1.2531, 2.2195], [-2.6559, 1.4007, 1.0570]]
}



# 7
{
  "formula": "C6H5BrF2O",
  "method": "ωB97M-V/def2-TZVPD",
  "total_charge": 0,
  "largest_force_ev_per_a": 3.27,
  "homo_ev": -8.59,
  "e_above_lowest_ev": 1.717,
  "total_energy_ha": -3080.46753,
  "elements": ["C", "C", "C", "C", "C", "C", "O", "F", "F", "Br", "H", "H", "H", "H", "H"],
  "coordinates": [[-0.2060, -0.9403, 0.5531], [1.2183, -0.7202, 0.5270], [1.8241, 0.2159, 1.2655], [-1.0273, -0.0327, 1.0587], [0.9278, 0.3542, -2.5547], [0.8572, 1.4140, -1.7856], [2.2272, 0.8730, 2.1237], [1.8272, -1.3212, -0.5734], [-0.2142, 1.8177, -1.1538], [2.3322, 2.5664, -1.2407], [-0.3777, -1.7612, -0.2335], [-2.0842, -0.3654, 1.0608], [-0.6414, 0.6950, 1.7308], [1.8747, -0.1283, -2.7717], [-0.0129, -0.2726, -2.5063]]
}



# 8
{
  "formula": "C6H5ClN2",
  "method": "ωB97M-V/def2-TZVPD",
  "total_charge": 0,
  "largest_force_ev_per_a": 3.40,
  "homo_ev": -11.63,
  "e_above_lowest_ev": 1.270,
  "total_energy_ha": -801.26368,
  "elements": ["C", "C", "C", "C", "C", "C", "N", "N", "Cl", "H", "H", "H", "H", "H"],
  "coordinates": [[-0.1665, -2.0681, -0.4952], [1.9257, 0.6306, -0.5525], [-1.1169, -0.0916, 0.8326], [-0.3923, 1.2764, 0.2878], [0.0880, -0.8675, 0.2983], [0.5284, 0.3798, -0.5684], [-0.4078, -2.9823, -1.1089], [3.0416, 0.7404, -0.4735], [-0.0418, 0.2470, -2.2704], [-1.4969, -0.1385, 1.8511], [-2.0694, 0.0005, 0.2782], [-0.9915, 1.9574, -0.2903], [0.1684, 1.8772, 1.0810], [0.9309, -0.9612, 1.1302]]
}



# 9
{
  "formula": "C6H5ClS",
  "method": "ωB97M-V/def2-TZVPD",
  "total_charge": 0,
  "largest_force_ev_per_a": 3.76,
  "homo_ev": -8.72,
  "e_above_lowest_ev": 0.403,
  "total_energy_ha": -1089.95702,
  "elements": ["C", "C", "C", "C", "C", "C", "H", "H", "H", "H", "H", "S", "Cl"],
  "coordinates": [[0.9175, 0.6609, 0.2058], [-0.2107, 1.3150, 0.9763], [-1.3111, 0.6277, 0.9362], [-1.1039, -0.5358, 0.0716], [0.2049, -0.4988, -0.4600], [0.7499, -1.3861, -1.2779], [1.7011, 0.3318, 0.9072], [-0.0369, 2.2160, 1.5666], [-2.2662, 0.7924, 1.4196], [0.2260, -2.3032, -1.5539], [1.7401, -1.2319, -1.7241], [-2.2737, -1.6971, -0.1090], [1.6630, 1.7090, -0.9584]]
}



# 10
{
  "formula": "C6H5F2OS",
  "method": "ωB97M-V/def2-TZVPD",
  "total_charge": 1,
  "largest_force_ev_per_a": 4.99,
  "homo_ev": -13.94,
  "e_above_lowest_ev": 0.000,
  "total_energy_ha": -904.38994,
  "elements": ["C", "C", "C", "C", "C", "C", "O", "F", "F", "S", "H", "H", "H", "H", "H"],
  "coordinates": [[2.2883, -0.0367, 0.0588], [1.7038, 1.1170, 0.4702], [1.4865, -1.0843, -0.4782], [0.3315, 1.4223, 0.3527], [0.1645, -0.7397, -0.7622], [-0.4988, 0.4314, -0.3332], [-3.1750, 0.8166, -1.0297], [-3.2266, -1.1775, 1.0384], [0.0752, 2.5865, 0.8887], [-2.2070, -0.1738, -0.9594], [3.3232, -0.0192, 0.1735], [2.1990, 1.9017, 0.9559], [1.7237, -2.0321, -0.8775], [-3.8284, -1.4934, 1.7196], [-0.3598, -1.5189, -1.2176]]
}



# 11
{
  "formula": "C6H5F3IP",
  "method": "ωB97M-V/def2-TZVPD",
  "total_charge": 0,
  "largest_force_ev_per_a": 4.44,
  "homo_ev": [-6.79, -9.85],
  "total_energy_ha": -1170.14016,
  "multiplicity": 3,
  "elements": ["C", "C", "C", "C", "C", "C", "F", "F", "F", "P", "I", "H", "H", "H", "H", "H"],
  "coordinates": [[-1.1387, -0.6863, -0.5735], [-0.3826, -1.3604, -1.3977], [1.6602, -0.6627, 0.0460], [0.7695, -0.2608, 1.0838], [-0.6406, 0.1539, 0.5842], [-0.6523, 1.5881, -0.0592], [-0.0272, 2.4662, 0.6653], [-0.1992, 1.6811, -1.3121], [-1.9511, 2.0768, -0.1128], [1.4034, -1.2590, -1.5839], [3.7998, -0.5412, 0.5443], [-2.1928, -0.7338, -0.7151], [-0.8928, -1.8862, -2.1883], [0.6130, -1.1566, 1.6092], [0.9248, 0.4679, 1.8669], [-1.0934, 0.1132, 1.5429]]
}



# 12
{
  "formula": "C6H5F3N2",
  "method": "ωB97M-V/def2-TZVPD",
  "total_charge": 0,
  "largest_force_ev_per_a": 3.86,
  "homo_ev": [-5.47, -9.78],
  "e_above_lowest_ev": 0.000,
  "total_energy_ha": -640.49636,
  "multiplicity": 3,
  "elements": ["C", "C", "C", "C", "C", "C", "N", "N", "F", "F", "F", "H", "H", "H", "H", "H"],
  "coordinates": [[2.4510, 0.9293, -0.2798], [2.2404, -1.3686, 0.3236], [-1.7084, 1.6637, -0.0282], [1.9688, -0.3687, -0.4785], [-1.8409, 0.2301, 0.3383], [-1.7307, -0.8091, -0.4797], [2.7945, 2.0158, -0.1435], [2.6478, -2.3244, 0.9217], [-2.1144, -0.0121, 1.6358], [-1.4347, -0.6861, -1.7717], [-1.8413, -2.0877, -0.1409], [-0.9301, 2.1269, 0.5784], [-2.6448, 2.1820, 0.1765], [-1.4588, 1.7662, -1.0792], [1.3187, -0.5151, -1.3311], [2.2827, -2.7422, 1.7583]]
}



# 13
{
  "formula": "C6H5FN2",
  "method": "ωB97M-V/def2-TZVPD",
  "total_charge": 0,
  "largest_force_ev_per_a": 4.39,
  "homo_ev": -8.24,
  "e_above_lowest_ev": 1.464,
  "total_energy_ha": -440.86561,
  "elements": ["C", "C", "C", "C", "C", "C", "N", "N", "F", "H", "H", "H", "H", "H"],
  "coordinates": [[-2.5675, -2.0743, 0.0515], [-1.8800, 0.2267, -0.1569], [-2.5831, 1.3410, -0.0698], [-0.1290, -1.6016, -0.0550], [-1.4544, -1.1969, -0.1270], [-1.1655, 1.6381, 0.1222], [-3.4803, -2.7741, 0.1519], [0.9440, -0.7780, -0.0231], [-3.8479, 1.7431, -0.0726], [0.1074, -2.6115, -0.2255], [0.9498, 0.1388, 0.2024], [-0.8959, 1.6260, 1.2372], [-0.6049, 2.0498, -0.6401], [1.7930, -1.2873, -0.0712]]
}



# 14
{
  "formula": "C6H5FNO2",
  "method": "ωB97M-V/def2-TZVPD",
  "total_charge": -1,
  "largest_force_ev_per_a": 6.29,
  "homo_ev": -4.50,
  "e_above_lowest_ev": 1.241,
  "total_energy_ha": -536.72057,
  "elements": ["C", "C", "C", "C", "C", "C", "N", "O", "O", "F", "H", "H", "H", "H", "H"],
  "coordinates": [[-2.1912, -0.2539, 0.0761], [-1.6501, 0.5422, 1.0588], [-1.1443, -0.5355, -0.7795], [-0.2937, 0.5740, 0.8862], [2.3718, 0.3583, 0.2240], [1.2229, -0.2809, -0.8172], [-0.0288, -0.0750, -0.2764], [2.3514, -0.1900, 1.3526], [2.9057, 1.2958, -0.3370], [1.3239, 0.1348, -2.0477], [-3.2606, -0.4389, -0.0935], [-2.2623, 0.9607, 1.7778], [-1.1896, -1.2823, -1.4903], [0.4314, 0.9909, 1.5278], [1.4135, -1.8003, -1.0617]]
}